Molecular formula: C2H13NO4
Method: DFT, the ωB97M-V functional and the def2-TZVPD basis

Computed properties:
Highest occupied orbital energy, eV: -8.4
SMILES string: C=CN.O.O.O.O
Frontier orbital gap, eV: 8.96
Energy relative to the best compared isomer or geometry (same formula, charge and spin), kcal/mol: 21.1

Each line ends with the Löwdin charge.
CARTESIAN COORDINATES (ANGSTROEM)
1 C -0.6007 0.2384 -1.2506  -0.04
2 C -1.6329 0.6877 -0.5227  -0.31
3 N -1.8328 0.6240 0.8443  0.05
4 H 0.2759 -0.1669 -0.7733  0.04
5 H -0.7388 0.3876 -2.3083  0.05
6 H -2.4249 1.2236 -1.0334  0.10
7 H -1.2451 0.0446 1.4366  0.06
8 H -2.7827 0.4995 1.1722  0.09
9 O 0.7265 3.0653 -0.3469  -0.06
10 H 0.1009 2.3705 -0.1453  -0.01
11 H 0.7694 3.5514 0.5076  0.07
12 O -0.0156 -1.6782 2.1398  -0.05
13 H 0.7002 -2.0673 2.6176  0.03
14 H 0.0165 -2.1585 1.3015  -0.01
15 O 0.1045 -3.4346 -0.2261  -0.05
16 H 1.0441 -3.4609 -0.1044  0.04
17 H 0.0078 -3.0726 -1.1275  0.06
18 O 2.6540 0.8507 -0.5073  -0.08
19 H 2.7898 0.9423 -1.4663  0.05
20 H 2.0840 1.5535 -0.2074  -0.02



Molecular formula: C3H3NOS
Method: DFT, the ωB97M-V functional and the def2-TZVPD basis

Computed properties:
Highest occupied orbital energy (alpha / beta), eV: -9.7 / -9.7
SMILES string: N#CC(=S)CO
Frontier orbital gap (alpha / beta), eV: 8.08 / 8.08
Energy relative to the best compared isomer or geometry (same formula, charge and spin), kcal/mol: 33.6

Each line ends with the Löwdin charge.
CARTESIAN COORDINATES (ANGSTROEM)
1 N 3.1582 1.8468 0.0085  0.19
2 C 2.4283 0.9505 0.0157  -0.25
3 C 1.6058 -0.2035 0.0518  -0.72
4 S 2.0365 -1.7825 -0.0384  0.82
5 C 0.1148 0.1666 0.0604  -0.31
6 O -0.8116 -0.8812 0.0437  -0.08
7 H 0.0374 0.7093 -0.8568  0.13
8 H -0.2099 0.8702 0.7403  0.11
9 H -1.0233 -1.3167 0.8974  0.11



Molecular formula: C11H21N3P2S5Tc
Method: DFT, the ωB97M-V functional and the def2-TZVPD basis

Computed properties:
Total charge: +2
Highest occupied orbital energy (alpha / beta), eV: -13.9 / -14.3
Frontier orbital gap (alpha / beta), eV: 5.92 / 6.79
2S+1: 2

Each line ends with the Löwdin spin population.
CARTESIAN COORDINATES (ANGSTROEM)
1 Tc 1.3965 0.1049 -0.9089  1.22
2 S 3.1902 1.5333 -0.9581  -0.01
3 S 3.5129 2.2960 -2.7980  -0.26
4 S 2.2090 1.5310 -4.0805  -0.20
5 S 0.8971 0.3296 -3.0654  0.13
6 N 1.9650 -0.3879 1.2350  0.00
7 N 2.7822 -1.5291 1.3833  0.00
8 C 3.1719 -2.2745 0.3288  0.01
9 N 3.9891 -3.2862 0.5845  0.01
10 S 2.6515 -1.9811 -1.2608  0.05
11 H 2.4730 0.4126 1.6079  0.00
12 H 1.1362 -0.5197 1.8126  0.00
13 H 3.1591 -1.6997 2.3053  0.00
14 H 4.3202 -3.5128 1.5096  0.00
15 H 4.3128 -3.8599 -0.1786  0.00
16 C -0.5968 3.0536 -1.3989  0.01
17 P -0.1034 1.8554 -0.1356  0.03
18 C 0.5688 2.8771 1.2071  0.00
19 C -1.6275 1.1333 0.5284  0.00
20 C -2.5651 1.9134 1.2028  0.00
21 C -3.7331 1.3380 1.6765  0.00
22 C -3.9740 -0.0176 1.4762  0.00
23 C -3.0500 -0.7977 0.7995  0.00
24 C -1.8709 -0.2298 0.3227  0.00
25 P -0.6635 -1.1861 -0.6437  0.00
26 C -0.4817 -2.7658 0.2325  0.00
27 C -1.5587 -1.6360 -2.1549  0.00
28 H -1.2628 3.8023 -0.9690  0.00
29 H -1.1038 2.5397 -2.2146  0.00
30 H 0.2927 3.5489 -1.7917  0.00
31 H -0.1456 3.6452 1.5040  0.00
32 H 1.4853 3.3619 0.8711  0.00
33 H 0.7838 2.2677 2.0866  0.00
34 H -2.3963 2.9715 1.3615  0.00
35 H -4.4587 1.9449 2.2008  0.00
36 H -4.8868 -0.4644 1.8463  0.00
37 H -3.2617 -1.8484 0.6438  0.00
38 H -0.0114 -2.6218 1.2063  0.00
39 H 0.1441 -3.4295 -0.3637  0.00
40 H -1.4499 -3.2420 0.3838  0.00
41 H -2.4732 -2.1740 -1.9022  0.00
42 H -0.9389 -2.2661 -2.7934  0.00
43 H -1.8277 -0.7302 -2.6988  0.00



Molecular formula: C3H6NO2
Method: DFT, the ωB97M-V functional and the def2-TZVPD basis

Computed properties:
Highest occupied orbital energy (alpha / beta), eV: -8.6 / -8.3
Frontier orbital gap (alpha / beta), eV: 9.56 / 4.75
Energy relative to the best compared isomer or geometry (same formula, charge and spin), kcal/mol: 36.3
2S+1: 2

Each line ends with the Löwdin spin population.
CARTESIAN COORDINATES (ANGSTROEM)
1 O 0.1662 -1.9278 0.8849  0.73
2 C 0.6740 -1.4126 1.9550  0.08
3 O 0.4398 -0.3529 2.4721  0.02
4 H 1.4220 -2.0982 2.4118  0.05
5 C -0.5563 1.5140 -0.1184  0.08
6 C 0.0543 0.5342 -0.7905  0.02
7 N -0.1646 0.2146 -2.1197  0.01
8 H -1.3319 2.1502 -0.5303  0.00
9 H -0.4033 1.5648 0.9451  0.00
10 H 0.8451 -0.0274 -0.3152  0.00
11 H -1.0208 0.6143 -2.4759  0.00
12 H -0.1245 -0.7731 -2.3188  0.00



Molecular formula: C24H31N3O3
Method: DFT, the ωB97M-V functional and the def2-TZVPD basis

Computed properties:
Highest occupied orbital energy, eV: -8.5
SMILES string: Cc1cccc(C)c1NC(=O)C1(N2CCN(C(=O)c3ccco3)CC2)CCCCC1
Frontier orbital gap, eV: 9.07
Energy relative to the best compared isomer or geometry (same formula, charge and spin), kcal/mol: 25.0

Each line ends with the Löwdin charge.
CARTESIAN COORDINATES (ANGSTROEM)
1 C 1.2208 2.1043 2.6526  -0.04
2 C 1.1301 2.9179 1.3958  -0.21
3 C 1.2046 4.3008 1.4415  -0.05
4 C 1.1400 5.0479 0.2793  -0.08
5 C 0.9821 4.4136 -0.9375  -0.05
6 C 0.8891 3.0299 -1.0216  -0.19
7 C 0.6709 2.3708 -2.3467  -0.03
8 C 0.9821 2.2855 0.1562  -0.14
9 N 0.9025 0.8730 0.1434  0.15
10 C 1.7249 0.0169 -0.5033  -0.42
11 O 2.5947 0.3610 -1.2745  0.08
12 C 1.4256 -1.4540 -0.1252  -0.36
13 N -0.0373 -1.5645 -0.1352  -0.11
14 C -0.6511 -1.3560 -1.4324  -0.15
15 C -2.0696 -0.8320 -1.1974  -0.12
16 N -2.7283 -1.6526 -0.2024  -0.03
17 C -3.8478 -1.3231 0.4864  -0.39
18 O -4.2959 -2.0432 1.3685  0.06
19 C -4.5595 -0.0784 0.1526  -0.17
20 C -5.6579 0.4147 0.8147  0.01
21 C -6.0398 1.5895 0.1366  -0.05
22 C -5.1555 1.7288 -0.8905  -0.10
23 O -4.2603 0.7325 -0.8918  0.02
24 C -2.0798 -2.9119 0.0844  -0.11
25 C -0.6391 -2.6936 0.5611  -0.14
26 C 1.9638 -1.6924 1.2965  -0.12
27 C 3.4831 -1.5598 1.3437  -0.18
28 C 4.1143 -2.6112 0.4387  -0.19
29 C 3.6401 -2.4040 -0.9941  -0.19
30 C 2.1157 -2.4320 -1.0944  -0.11
31 H 2.0160 1.3638 2.5712  0.08
32 H 1.4311 2.7449 3.5050  0.08
33 H 0.2839 1.5791 2.8458  0.09
34 H 1.3240 4.7944 2.3950  0.11
35 H 1.2080 6.1246 0.3242  0.10
36 H 0.9206 4.9989 -1.8434  0.11
37 H -0.1983 1.7140 -2.3074  0.07
38 H 0.5125 3.1153 -3.1225  0.08
39 H 1.5387 1.7671 -2.6098  0.07
40 H 0.2527 0.4461 0.7911  0.14
41 H -0.6750 -2.2701 -2.0448  0.13
42 H -0.0843 -0.6052 -1.9836  0.12
43 H -2.0082 0.1976 -0.8342  0.12
44 H -2.6333 -0.8340 -2.1387  0.13
45 H -6.1152 -0.0279 1.6749  0.12
46 H -6.8571 2.2381 0.3757  0.10
47 H -5.0619 2.4692 -1.6608  0.12
48 H -2.6617 -3.4094 0.8619  0.12
49 H -2.0972 -3.5354 -0.8163  0.13
50 H -0.0858 -3.6334 0.4103  0.12
51 H -0.6469 -2.4670 1.6318  0.13
52 H 1.7019 -2.7033 1.6136  0.12
53 H 1.4974 -0.9929 1.9932  0.11
54 H 3.7845 -0.5657 1.0083  0.12
55 H 3.8259 -1.6902 2.3728  0.11
56 H 5.2024 -2.5391 0.4810  0.11
57 H 3.8295 -3.6081 0.7866  0.11
58 H 3.9965 -1.4395 -1.3538  0.10
59 H 4.0515 -3.1818 -1.6415  0.11
60 H 1.8288 -2.1873 -2.1187  0.12
61 H 1.7567 -3.4412 -0.8716  0.12



Molecular formula: C3H2N2O3
Method: DFT, the ωB97M-V functional and the def2-TZVPD basis

Computed properties:
Highest occupied orbital energy, eV: -10.3
SMILES string: O=[N+]([O-])c1cnco1
Frontier orbital gap, eV: 9.35
Energy relative to the best compared isomer or geometry (same formula, charge and spin), kcal/mol: 144.4

Each line ends with the Löwdin charge.
CARTESIAN COORDINATES (ANGSTROEM)
1 O -2.1096 0.3005 -0.5523  0.11
2 N -1.3640 0.4926 0.3741  -0.36
3 O -1.5219 0.8661 1.5275  0.11
4 C -0.0358 0.0839 0.0113  -0.13
5 C 0.4952 -0.1120 -1.3163  0.05
6 N 1.8415 -0.6501 -1.1647  0.10
7 C 1.9309 -0.8635 0.0849  -0.24
8 O 1.0499 -0.2417 0.8148  0.08
9 H 0.3730 0.3638 -2.3071  0.13
10 H 2.5959 -1.3121 0.8421  0.16